# C25H21Br2N6NaO3S

A molecular structure, C25H21Br2N6NaO3S (ωB97M-V/def2-TZVPD, the OMol25 dataset).

```
59
C25H21Br2N6NaO3S | the OMol25 dataset | ωB97M-V/def2-TZVPD
Na -3.86199 -14.51515 7.68608
C -1.94602 -20.93959 9.73062
C -2.42634 -19.51348 9.99495
N -3.33616 -18.96150 9.02924
C -3.69508 -17.67577 9.08805
S -5.11043 -17.12852 8.19670
N -3.03468 -16.92559 10.04607
N -3.30142 -15.63415 9.97382
C -3.15115 -14.83167 11.06745
C -2.54241 -15.27134 12.36406
C -3.83720 -13.54946 10.99647
C -3.92089 -12.66164 12.09343
C -4.78797 -11.60675 11.97848
C -5.68819 -11.49884 10.90574
C -5.52448 -12.41749 9.89507
N -4.57671 -13.38569 9.89038
H -1.41171 -21.33290 10.59454
H -1.28658 -20.89188 8.88805
H -2.85242 -21.57360 9.57193
H -1.50950 -18.85719 9.99960
H -2.73024 -19.46046 11.06929
H -3.91563 -19.57753 8.46656
H -1.55512 -14.83442 12.53119
H -2.37987 -16.34133 12.25963
H -3.17782 -14.91879 13.21766
H -3.35508 -12.89356 12.94408
H -4.89067 -10.80377 12.72471
H -6.46425 -10.70943 10.80734
H -6.12915 -12.57717 9.01424
Br 1.41223 -13.91618 6.10530
C 0.09289 -14.66245 5.06172
C 0.37527 -14.93650 3.73722
C -0.58997 -15.53101 2.92356
Br -0.07687 -15.79605 1.10948
C -1.96278 -15.66910 3.33796
C -3.02298 -16.18676 2.59072
C -4.23050 -16.50703 3.22713
C -4.43045 -15.93568 4.47015
N -3.44172 -15.46991 5.16164
C -2.22918 -15.39102 4.75272
C -1.20975 -14.91198 5.64662
O -1.54652 -14.65968 6.84242
H 1.34013 -14.67330 3.33840
H -2.85306 -16.44008 1.54115
H -5.05295 -17.01483 2.73283
H -5.36652 -15.91763 4.93479
O -7.88167 -13.06694 6.25801
C -6.66469 -13.11659 6.55387
O -6.05880 -13.94045 7.29561
C -5.81915 -11.96325 6.00329
C -6.22897 -11.38662 4.76973
C -5.56180 -10.34161 4.21190
C -4.33296 -9.91295 4.78566
C -3.97225 -10.56834 5.94381
N -4.65032 -11.55742 6.51711
H -7.13434 -11.68598 4.20223
H -5.93861 -9.74633 3.33931
H -3.66811 -9.25824 4.25117
H -3.03415 -10.32946 6.39670
```

Output
calculated total energy: -196687.581 eV
multiplicity: 1
ΔE to the lowest compared entry with this formula, charge and spin: 23.41 kcal/mol
highest occupied orbital energy: -0.0589 Ha
frontier orbital gap: 0.204 Ha
F_max: 0.0824 hartree/bohr
total charge: -2
LUMO: 0.1451 Eh

# C25H21BrNO5

A gas-phase ion, C25H21BrNO5 (charge -1) (ωB97M-V/def2-TZVPD, the OMol25 dataset).

```
53
C25H21BrNO5 | the OMol25 dataset | ωB97M-V/def2-TZVPD
C -1.21108 -3.25708 -3.15484
C -1.20673 -3.22778 -1.63200
O -1.43975 -1.85874 -1.21381
C -1.57184 -1.67953 0.09786
O -1.73671 -2.60915 0.85263
C -1.54235 -0.18045 0.48093
C -2.62148 0.05393 1.52373
C -2.80022 -0.79431 2.63632
C -3.51188 -0.38321 3.78313
C -4.22416 0.82404 3.79357
Br -5.07269 1.44695 5.35537
C -4.29161 1.53913 2.58242
C -3.55053 1.13136 1.45200
C 0.18011 0.26943 0.52847
C 1.05647 -0.08624 -0.60117
C 1.68598 -1.36305 -0.75087
O 1.32428 -2.35523 -0.04039
C 2.77902 -1.63427 -1.79668
C 3.50304 -0.61624 -2.44663
C 4.44274 -0.91311 -3.45563
C 4.70454 -2.23760 -3.80674
C 4.04781 -3.27821 -3.12508
C 3.10356 -2.97414 -2.13427
C 0.39330 1.73461 0.95984
C 0.64502 2.10105 2.29288
C 0.79255 3.44166 2.65821
C 0.68216 4.46044 1.69269
N 0.66320 5.82900 2.08195
O 0.47651 6.69349 1.19946
O 0.83211 6.12836 3.28405
C 0.50477 4.09545 0.34484
C 0.40694 2.73858 -0.00205
H -0.54986 -4.04899 -3.52602
H -2.23365 -3.47388 -3.50847
H -0.89510 -2.30246 -3.58988
H -1.99082 -3.86532 -1.21064
H -0.23675 -3.55390 -1.27870
H -1.69466 0.38972 -0.41358
H -2.33826 -1.77582 2.64427
H -3.50095 -0.98589 4.69226
H -4.90230 2.44322 2.54870
H -3.67753 1.70835 0.52076
H 0.11839 -0.49070 1.30404
H 1.30616 0.70157 -1.30249
H 3.34470 0.41716 -2.14418
H 4.98547 -0.09666 -3.94208
H 5.45652 -2.47111 -4.56632
H 4.28657 -4.32311 -3.35083
H 2.60621 -3.79077 -1.59597
H 0.76314 1.34743 3.06850
H 0.96493 3.73670 3.68831
H 0.42211 4.89007 -0.40590
H 0.32260 2.50523 -1.07199
```

Output
calculated total energy: -108033.203 eV
multiplicity: 1
highest occupied orbital energy: -0.1365 Ha
frontier orbital gap: 0.190 Ha
F_max: 0.0524 hartree/bohr
structure (SMILES): CCOC(=O)[C@@H](c1ccc(Br)cc1)[C@@H](/C=C(\[O-])c1ccccc1)c1ccc([N+](=O)[O-])cc1
total charge: -1
LUMO: 0.0535 Eh

# C25H21CsN4O5

A molecular structure, C25H21CsN4O5 (ωB97M-V/def2-TZVPD, the OMol25 dataset).

```
56
C25H21CsN4O5 | the OMol25 dataset | ωB97M-V/def2-TZVPD
Cs -0.14352 0.38051 0.06535
O 0.17045 2.43486 -4.70855
C 0.08553 2.09031 -3.41357
O 0.27579 0.97517 -3.00903
C -0.24782 3.29011 -2.56206
O -0.52167 2.88733 -1.25771
C -0.49934 3.95078 -0.30165
C -0.40387 3.25292 1.10071
O -1.37859 3.38538 1.84616
O 0.65732 2.59790 1.27470
H 0.42198 1.64624 -5.21334
H -1.08843 3.82312 -3.02454
H 0.61558 3.96807 -2.60068
H -1.39517 4.57241 -0.37159
H 0.37821 4.58742 -0.46310
N 2.29080 -0.62851 2.41468
C 3.37897 -1.37656 2.00626
C 4.41593 -1.68668 2.85450
C 5.48703 -2.49986 2.44132
C 5.53135 -3.01502 1.17745
C 4.48042 -2.72742 0.27553
C 4.44772 -3.23405 -1.04366
C 3.40366 -2.93052 -1.86487
C 2.37442 -2.10651 -1.37192
N 2.35956 -1.61298 -0.15857
C 3.39635 -1.90798 0.67623
H 2.41466 -0.02832 3.21311
H 1.81458 -0.18146 1.65329
H 4.40134 -1.29048 3.86279
H 6.28755 -2.71573 3.13690
H 6.35080 -3.63967 0.84528
H 5.26430 -3.86359 -1.37773
H 3.35949 -3.31056 -2.87649
H 1.52761 -1.85552 -2.00479
C -1.21266 -4.68538 1.58817
C -0.72818 -3.45175 1.12850
N -1.49846 -2.51660 0.61705
C -2.82440 -2.74685 0.52761
C -3.40815 -3.95114 0.95716
C -2.55612 -4.92931 1.49735
C -4.82662 -4.14644 0.84284
C -5.61666 -3.18255 0.33241
C -5.06361 -1.93303 -0.10918
C -5.86494 -0.90170 -0.62834
C -5.28627 0.27471 -1.01684
C -3.89608 0.40632 -0.88590
N -3.11733 -0.54171 -0.41574
C -3.68033 -1.70216 -0.02123
H -0.53649 -5.41903 2.00456
H 0.33179 -3.22216 1.18670
H -2.98026 -5.86608 1.83983
H -5.24740 -5.08542 1.18125
H -6.68675 -3.32959 0.25088
H -6.93546 -1.05130 -0.70635
H -5.87698 1.09064 -1.40925
H -3.40789 1.33368 -1.17286
```

Output
calculated total energy: -43013.902 eV
multiplicity: 1
ΔE to the lowest compared entry with this formula, charge and spin: 0.00 kcal/mol
highest occupied orbital energy: -0.2897 Ha
frontier orbital gap: 0.290 Ha
F_max: 0.0225 hartree/bohr
total charge: 0
LUMO: 0.0001 Eh

# C25H21F2N5O

A single C25H21F2N5O molecule (ωB97M-V/def2-TZVPD, the OMol25 dataset).

```
54
C25H21F2N5O | the OMol25 dataset | ωB97M-V/def2-TZVPD
O -3.64540 -1.49118 -2.50732
C -3.37654 -0.72713 -1.60384
N -4.23618 0.32060 -1.33912
C -4.28387 1.19440 -0.26310
C -4.69635 2.51660 -0.46406
F -5.02064 2.88270 -1.72434
C -4.78974 3.44381 0.55172
C -4.46273 3.06128 1.84154
C -4.07765 1.75709 2.09626
C -4.00786 0.84400 1.06167
F -3.69242 -0.43183 1.36067
C -2.12877 -0.77415 -0.81933
C -1.40016 0.37263 -0.60062
N -0.18324 0.39577 -0.06556
C 0.37915 -0.73632 0.32633
N 1.66821 -0.63208 0.75769
C 2.66722 -1.64702 0.49518
C 3.82049 -1.07957 -0.33571
N 4.46072 0.00026 0.37855
C 5.59283 0.60223 -0.08364
C 6.29316 0.13158 -1.20924
C 7.45241 0.77654 -1.58016
C 7.89803 1.86969 -0.84552
C 7.13472 2.26290 0.23742
N 6.02291 1.65817 0.61385
C 3.64167 0.65625 1.37508
C 2.19905 0.71639 0.89537
C -0.34716 -1.97570 0.34339
C 0.07139 -3.12743 1.03536
C -0.66580 -4.28161 0.98778
C -1.85269 -4.33182 0.24964
C -2.32612 -3.20692 -0.36931
C -1.60458 -2.00029 -0.31446
H -4.91332 0.49180 -2.07452
H -5.11022 4.44682 0.32142
H -4.52124 3.77433 2.64730
H -3.84539 1.42426 3.09495
H -1.75739 1.34252 -0.92496
H 2.21559 -2.47021 -0.06065
H 3.07116 -2.03754 1.43728
H 4.54235 -1.88330 -0.51548
H 3.43280 -0.74011 -1.30855
H 5.93386 -0.70802 -1.78089
H 8.00710 0.43490 -2.44271
H 8.80098 2.39463 -1.11166
H 7.41988 3.11097 0.84748
H 3.69970 0.11775 2.32852
H 4.04392 1.65917 1.52300
H 2.14230 1.25157 -0.06040
H 1.57310 1.25463 1.61028
H 0.95472 -3.08834 1.65222
H -0.33555 -5.15518 1.53040
H -2.41232 -5.25413 0.20122
H -3.26341 -3.22734 -0.90116
```

Output
calculated total energy: -41199.618 eV
multiplicity: 1
ΔE to the lowest compared entry with this formula, charge and spin: 0.00 kcal/mol
highest occupied orbital energy: -0.2892 Ha
frontier orbital gap: 0.301 Ha
F_max: 0.0176 hartree/bohr
structure (SMILES): O=C(Nc1c(F)cccc1F)c1cnc(N2CCN(c3ccccn3)CC2)c2ccccc12
total charge: 0
LUMO: 0.0115 Eh